# 1
The following is a quantum chemistry calculation of a molecular structure, C38H47N9Os, from the OMol25 dataset.

XYZ file:
```
95
Properties=species:S:1:pos:R:3:lowdin_spin:R:1
Os -0.094 0.770 -0.425 1.78
C -4.856 2.992 -0.898 0.00
N -3.650 2.191 -1.107 0.01
C -3.683 1.274 -2.244 0.00
C -2.688 2.092 -0.179 0.03
N -2.069 0.916 0.108 0.06
C -2.839 -0.288 0.109 0.15
C -4.141 -0.357 0.487 -0.01
C -5.175 -1.240 -0.021 0.23
C -5.075 -2.106 -1.110 -0.03
C -3.840 -2.612 -1.523 0.23
C -3.346 -2.849 -2.849 -0.02
C -2.026 -3.011 -3.205 0.16
C -0.763 -3.107 -2.424 0.00
C -0.179 -2.460 -1.400 0.06
N 0.107 -2.041 0.646 0.01
C 1.137 -1.766 1.473 0.01
N 0.993 -0.964 2.530 0.00
C 2.065 -0.709 3.500 0.00
C -0.386 -0.630 2.927 0.01
N 2.223 -2.479 1.128 0.00
C 2.819 -2.540 -1.237 0.00
C 3.351 -2.981 1.926 0.00
C -2.093 -1.352 -0.575 0.05
N -2.255 3.200 0.432 0.02
C -2.422 4.533 -0.149 0.00
C -1.686 3.168 1.779 0.00
H -5.724 2.336 -0.987 0.00
H -4.945 3.791 -1.634 0.00
H -4.856 3.420 0.101 0.00
H -4.317 0.407 -2.057 0.00
H -2.675 0.941 -2.483 0.00
H -4.076 1.818 -3.102 0.00
H -4.513 0.482 1.072 0.00
H -6.175 -1.005 0.324 0.01
H -5.975 -2.317 -1.681 0.00
H -4.066 -2.883 -3.662 0.00
H -1.889 -3.293 -4.245 0.01
H -0.197 -3.992 -2.725 0.01
H 2.326 -1.599 4.068 0.00
H 1.708 0.043 4.196 0.00
H 2.948 -0.317 3.002 0.00
H -0.944 -0.197 2.102 0.01
H -0.336 0.100 3.730 0.00
H -0.917 -1.515 3.279 0.00
H 2.283 -2.809 -2.145 0.00
H 3.783 -3.040 -1.257 0.00
H 2.207 -0.597 -0.989 0.00
H 3.028 -3.757 2.620 0.00
H 3.860 -2.182 2.448 0.00
H 4.055 -3.416 1.224 0.00
H -3.267 5.069 0.285 0.00
H -2.563 4.454 -1.223 0.00
H -1.517 5.107 0.052 0.00
H -1.554 2.141 2.102 0.00
H -2.352 3.682 2.474 0.00
H -0.724 3.682 1.787 0.00
C 6.384 0.478 0.842 0.00
C 5.108 0.962 1.090 0.00
C 4.013 0.412 0.433 0.00
C 4.177 -0.607 -0.498 0.00
C 5.459 -1.081 -0.759 0.00
C 6.548 -0.546 -0.082 0.00
N 3.047 -1.122 -1.172 0.00
N 2.028 -3.141 -0.125 0.00
C 0.572 -3.143 -0.244 0.01
C -0.014 -4.418 0.296 0.00
C -1.316 -4.621 0.506 0.00
C -2.486 -3.905 -0.033 0.01
C -2.760 -2.689 -0.519 0.02
C -0.590 -1.293 -0.506 0.03
H 7.240 0.895 1.356 0.00
H 4.966 1.762 1.808 0.00
H 3.006 0.759 0.643 0.00
H 5.618 -1.847 -1.510 0.00
H 7.540 -0.924 -0.296 0.00
H 0.703 -5.166 0.618 0.00
H -1.573 -5.561 0.983 0.00
H -3.284 -4.615 -0.245 0.00
H -2.165 -1.062 -1.635 0.02
C 1.561 2.744 2.147 0.05
C 1.699 3.170 0.742 0.30
C 2.485 4.276 0.250 0.11
C 2.382 4.266 -1.099 0.11
C 1.532 3.155 -1.439 0.31
C 1.168 2.678 -2.787 0.08
N 1.115 2.507 -0.302 0.04
H 1.282 3.587 2.784 0.01
H 2.527 2.385 2.514 0.02
H 0.827 1.945 2.240 0.00
H 3.043 4.969 0.865 0.00
H 2.845 4.942 -1.804 0.00
H 0.961 3.513 -3.458 0.01
H 0.301 2.017 -2.760 0.02
H 2.006 2.119 -3.218 0.02
```

Output
Largest force on an atom (eV/A): 0.979
Frontier orbital gap (spin up / spin down) (eV): 5.34 / 5.36
<S²>: 6.118
Spin multiplicity: 5
ΔE to the lowest compared entry with this formula, charge and spin (kJ/mol): 879.4
Net charge: +2

---

# 2
The following is a quantum chemistry calculation of a molecular structure, C38H48As3IrN8O3, from the OMol25 dataset.

XYZ file:
```
101
Properties=species:S:1:pos:R:3:lowdin_spin:R:1
Ir -0.602 -0.598 0.333 0.56
C 4.759 0.383 -1.448 0.00
N 3.458 -0.215 -1.100 0.00
C 2.405 0.308 -0.491 0.01
N 1.394 -0.560 -0.557 0.03
C 1.923 -1.625 -1.231 0.00
N 3.161 -1.440 -1.576 0.00
C 4.840 0.488 -2.955 0.00
C 5.830 -0.150 -3.685 0.00
C 5.795 -0.131 -5.075 0.00
C 4.759 0.499 -5.744 0.00
C 3.780 1.163 -5.010 0.00
C 3.831 1.163 -3.621 0.00
C 2.656 1.828 -5.651 0.00
N 2.291 1.854 -6.888 0.00
N 1.110 2.548 -6.944 0.00
C 0.825 2.908 -5.740 0.00
O 1.759 2.469 -4.865 0.00
C -0.328 3.624 -5.216 0.00
C -1.359 4.061 -6.043 0.00
C -2.431 4.735 -5.480 0.00
C -2.497 4.941 -4.107 0.00
C -1.476 4.491 -3.279 0.00
C -1.528 4.717 -1.789 0.00
N -1.061 3.551 -1.021 0.00
C -1.241 2.258 -1.255 0.00
N -0.679 1.559 -0.271 0.00
C -0.155 2.512 0.559 0.00
N -0.371 3.722 0.123 0.00
C -0.386 3.849 -3.845 0.00
H 5.544 -0.267 -1.067 0.00
H 4.829 1.359 -0.968 0.00
H 2.393 1.265 0.004 0.00
H 1.376 -2.516 -1.470 0.00
H 6.629 -0.673 -3.173 0.00
H 6.570 -0.632 -5.638 0.00
H 4.688 0.480 -6.823 0.00
H 3.059 1.682 -3.065 0.00
H -1.306 3.878 -7.108 0.00
H -3.231 5.099 -6.110 0.00
H -3.351 5.457 -3.683 0.00
H -2.537 4.967 -1.462 0.00
H -0.878 5.542 -1.499 0.00
H -1.734 1.857 -2.125 0.00
H 0.369 2.294 1.475 0.00
H 0.440 3.519 -3.227 0.00
C -3.992 0.399 1.913 0.01
As -3.115 -0.492 0.444 0.06
C -4.080 0.347 -1.017 0.00
C -3.812 -2.290 0.688 0.01
C -3.347 -3.413 -0.241 0.00
C -4.475 -4.462 -0.271 0.00
C -2.087 -4.130 0.261 0.00
As -0.619 -3.086 1.046 -0.01
C -0.833 -3.477 2.930 0.00
C 0.913 -4.223 0.689 0.00
C -3.160 -2.920 -1.667 0.00
As -1.497 -1.978 -2.122 -0.02
C -2.124 -1.249 -3.820 -0.01
C -0.451 -3.448 -2.863 0.00
H -5.062 0.423 1.705 0.00
H -3.623 1.420 2.008 0.00
H -3.799 -0.132 2.838 0.00
H -5.099 -0.035 -1.055 0.00
H -3.589 0.194 -1.973 0.00
H -4.117 1.416 -0.810 0.00
H -4.897 -2.180 0.619 0.00
H -3.584 -2.545 1.726 0.00
H -4.751 -4.770 0.738 0.00
H -4.164 -5.352 -0.822 0.00
H -5.363 -4.058 -0.760 0.00
H -1.664 -4.719 -0.556 0.00
H -2.363 -4.832 1.050 0.00
H -0.936 -4.556 3.032 0.00
H -1.696 -2.972 3.353 0.00
H 0.058 -3.148 3.466 0.00
H 0.756 -5.181 1.181 0.00
H 1.800 -3.753 1.112 0.00
H 1.084 -4.384 -0.372 0.00
H -3.993 -2.270 -1.942 0.00
H -3.189 -3.777 -2.345 0.00
H -2.871 -0.471 -3.695 0.00
H -2.563 -2.077 -4.376 0.00
H -1.287 -0.848 -4.390 0.00
H -0.052 -4.105 -2.095 0.00
H 0.373 -3.055 -3.457 0.00
H -1.111 -4.019 -3.515 0.00
O 0.497 -0.056 2.210 0.04
C -0.436 -0.272 3.039 0.02
O -1.517 -0.735 2.579 0.28
C -0.266 -0.022 4.471 0.01
C -1.372 0.032 5.322 0.00
C -1.176 0.190 6.681 0.00
C 0.113 0.315 7.188 0.00
C 1.215 0.259 6.342 0.00
C 1.029 0.115 4.979 0.00
H -2.372 -0.039 4.916 0.00
H -2.025 0.205 7.350 0.00
H 0.262 0.478 8.247 0.00
H 2.218 0.326 6.740 0.00
H 1.869 0.109 4.298 0.00
```

Output
Largest force on an atom (eV/A): 1.934
Frontier orbital gap (spin up / spin down) (eV): 4.28 / 3.96
<S²>: 0.761
Spin multiplicity: 2
ΔE to the lowest compared entry with this formula, charge and spin (kJ/mol): 159.1
Net charge: +3